a | {"formula": "C4H8F2N", "method": "ωB97M-V/def2-TZVPD", "smiles": "C[C@]1(F)[C@@H]([NH3+])[C@@H]1F", "homo_energy_ev": -15.688, "homo_lumo_gap_ev": 11.81, "e_lumo_ev": -3.88, "charge": 1, "symbols": ["C", "C", "F", "C", "N", "C", "F", "H", "H", "H", "H", "H", "H", "H", "H"], "xyz": [[0.561, -1.812, -0.690], [0.213, -0.592, 0.168], [-0.770, -0.917, 1.253], [-0.154, 0.765, -0.270], [-1.283, 1.350, 0.251], [1.034, 0.535, 0.709], [2.279, 0.749, 0.212], [-0.211, -2.037, -1.460], [0.847, -2.752, -0.184], [1.355, -1.479, -1.411], [-0.004, 1.033, -1.327], [-1.934, 1.171, -0.471], [-1.188, 2.338, 0.411], [-1.506, 0.901, 1.045], [0.763, 0.746, 1.763]]}

=====

b | {"formula": "C4H8F2N", "method": "ωB97M-V/def2-TZVPD", "smiles": "C[C@]1(F)[C@@H]([NH3+])[C@@H]1F", "homo_energy_ev": -14.018, "homo_lumo_gap_ev": 10.19, "e_lumo_ev": -3.83, "charge": 1, "symbols": ["C", "C", "F", "C", "N", "C", "F", "H", "H", "H", "H", "H", "H", "H", "H"], "xyz": [[0.998, -0.609, -1.712], [0.268, -0.555, -0.464], [-0.942, -1.238, -0.495], [-0.131, 0.834, 0.661], [-1.593, 0.828, 0.885], [0.664, -0.306, 0.982], [1.944, -0.101, 1.178], [1.686, 0.173, -1.821], [0.452, -0.577, -2.596], [1.548, -1.536, -1.806], [0.450, 1.742, 0.631], [-1.686, 1.272, 1.790], [-1.914, -0.169, 1.088], [-1.943, 1.184, 0.014], [0.198, -0.943, 1.665]]}

=====

Going by the energies, a is most stable and the next is 13.9 kcal/mol up.

=====

a | {"formula": "C5H5BrO2", "method": "ωB97M-V/def2-TZVPD", "homo_energy_ev": -10.249, "homo_lumo_gap_ev": 8.69, "e_lumo_ev": -1.56, "symbols": ["C", "C", "C", "C", "C", "O", "O", "Br", "H", "H", "H", "H", "H"], "xyz": [[-1.447, 0.255, 0.526], [0.259, -0.715, -1.145], [0.686, -0.226, 1.329], [0.890, 0.192, -0.115], [-0.486, 0.436, -0.599], [-2.624, 0.417, 0.555], [-0.720, -0.189, 1.577], [-1.059, 2.173, -2.275], [0.631, -0.631, -2.154], [-0.075, -1.710, -0.878], [1.028, -1.249, 1.515], [1.174, 0.450, 2.035], [1.742, 0.798, -0.370]]}

=====

b | {"formula": "C5H5BrO2", "method": "ωB97M-V/def2-TZVPD", "smiles": "O=Cc1ccco1.Br", "homo_energy_ev": -9.447, "homo_lumo_gap_ev": 9.53, "e_lumo_ev": 0.08, "symbols": ["O", "C", "C", "C", "C", "C", "O", "H", "H", "H", "H", "Br", "H"], "xyz": [[-1.657, 1.867, -0.122], [-0.490, 1.749, 0.130], [0.272, 0.519, 0.059], [0.154, -0.853, 0.249], [1.543, -1.367, 0.200], [2.375, -0.255, -0.054], [1.611, 0.834, -0.032], [0.119, 2.674, 0.389], [-0.816, -1.306, 0.349], [1.710, -2.379, 0.375], [3.418, -0.269, -0.345], [-4.641, -1.016, -0.229], [-3.598, -0.197, -0.968]]}

=====

Going by the energies, b is most stable and the next is 11.5 kcal/mol up.

=====

a | {"formula": "C5H7NO3", "method": "ωB97M-V/def2-TZVPD", "smiles": "O=C1CC[C@@H](C(=O)O)N1", "homo_energy_ev": -9.720, "homo_lumo_gap_ev": 10.22, "e_lumo_ev": 0.50, "symbols": ["O", "C", "C", "C", "C", "C", "O", "O", "N", "H", "H", "H", "H", "H", "H", "H"], "xyz": [[-1.436, -2.311, -0.951], [-1.008, -1.322, -0.411], [-0.630, -1.158, 1.055], [-0.411, 0.343, 1.238], [-0.140, 0.852, -0.187], [1.360, 0.976, -0.470], [2.188, 1.276, 0.344], [1.642, 0.739, -1.752], [-0.777, -0.133, -1.020], [-1.405, -1.565, 1.700], [0.285, -1.728, 1.227], [0.426, 0.576, 1.893], [-1.310, 0.815, 1.634], [-0.568, 1.849, -0.358], [2.595, 0.826, -1.918], [-0.810, -0.035, -2.022]]}

=====

b | {"formula": "C5H7NO3", "method": "ωB97M-V/def2-TZVPD", "smiles": "CC1=C(O)C(=O)N[C@H]1O", "homo_energy_ev": -9.148, "homo_lumo_gap_ev": 9.64, "e_lumo_ev": 0.49, "symbols": ["C", "C", "C", "O", "C", "O", "N", "C", "O", "H", "H", "H", "H", "H", "H", "H"], "xyz": [[1.570, 1.349, 0.061], [0.444, 0.400, 0.122], [-0.882, 0.686, 0.224], [-1.444, 1.853, 0.013], [-1.691, -0.514, 0.177], [-2.932, -0.466, 0.152], [-0.817, -1.511, 0.079], [0.553, -1.093, 0.120], [1.262, -1.820, -0.908], [2.501, 0.866, -0.266], [1.821, 1.877, 1.013], [1.344, 2.262, -0.679], [-2.242, 1.980, 0.470], [-1.167, -2.535, 0.017], [1.037, -1.381, 0.983], [0.643, -1.954, -1.579]]}

=====

c | {"formula": "C5H7NO3", "method": "ωB97M-V/def2-TZVPD", "homo_energy_ev": -7.698, "homo_lumo_gap_ev": 7.55, "e_lumo_ev": -0.14, "symbols": ["C", "C", "C", "C", "C", "N", "O", "O", "O", "H", "H", "H", "H", "H", "H", "H"], "xyz": [[-0.137, -0.629, -0.266], [2.143, -0.948, 0.438], [0.735, 0.421, -0.037], [2.298, 0.080, -0.550], [-2.657, -0.438, -0.423], [-1.464, -0.062, 0.389], [2.323, -1.363, 1.496], [0.684, 1.490, 0.602], [3.058, 1.112, 0.013], [2.546, 0.010, -1.550], [-2.797, 0.266, -1.295], [-2.479, -1.435, -0.963], [-3.571, -0.539, 0.043], [-1.562, -0.574, 1.336], [-1.378, 0.986, 0.389], [2.258, 1.624, 0.380]]}

=====

Going by the energies, a is most stable and the next is 44.1 kcal/mol up.

=====

a | {"formula": "C5H7NO3", "method": "ωB97M-V/def2-TZVPD", "smiles": "C=C/C(C)=C/O[N+](=O)[O-]", "homo_energy_ev": -9.983, "homo_lumo_gap_ev": 10.18, "e_lumo_ev": 0.20, "symbols": ["C", "C", "C", "C", "C", "O", "N", "O", "O", "H", "H", "H", "H", "H", "H", "H"], "xyz": [[2.712, 0.745, -0.178], [1.504, 0.953, 0.309], [0.358, 0.022, 0.162], [0.632, -1.458, 0.068], [-0.785, 0.562, -0.146], [-2.085, -0.594, -0.237], [-3.220, 0.050, -0.098], [-4.125, -0.707, 0.121], [-3.281, 1.254, -0.119], [3.520, 1.499, 0.104], [2.855, -0.019, -0.925], [1.253, 1.783, 1.104], [-0.329, -2.032, 0.294], [0.707, -1.754, -1.025], [1.494, -1.917, 0.766], [-1.210, 1.612, -0.200]]}

=====

b | {"formula": "C5H7NO3", "method": "ωB97M-V/def2-TZVPD", "smiles": "CC(=O)C(=O)O.C=C=N", "homo_energy_ev": -8.612, "homo_lumo_gap_ev": 8.95, "e_lumo_ev": 0.34, "symbols": ["C", "C", "O", "C", "O", "O", "H", "H", "H", "H", "C", "C", "N", "H", "H", "H"], "xyz": [[0.313, 0.828, 1.822], [0.527, -0.303, 0.852], [1.589, -0.853, 0.677], [-0.838, -0.827, 0.090], [-1.838, -0.760, 0.798], [-0.521, -1.948, -0.626], [0.903, 1.686, 1.498], [0.672, 0.532, 2.808], [-0.735, 1.112, 1.884], [-1.029, -2.702, -0.293], [-0.838, 0.618, -1.426], [0.504, 0.571, -1.615], [1.644, 0.420, -1.935], [-1.222, 1.504, -0.941], [-1.482, 0.198, -2.189], [2.351, -0.075, -1.405]]}

=====

Going by the energies, b is most stable and the next is 96.5 kcal/mol up.